No. 1
Density functional theory data (ωB97M-V with the def2-TZVPD basis set) for an isolated molecule of C23H34N4O3S in a non-equilibrium geometry.

LUMO ... -0.3 eV
Energy above the lowest of the compared OMol25 structures with the same formula, charge and spin ... 571.3 kcal per mole
Frontier orbital gap ... 7.208 eV
Total energy ... -47318.0113 eV

Element x y z (Å)
1 C 2.260 1.992 -3.594
2 C 3.127 0.930 -3.982
3 C 2.473 -0.487 -3.565
4 N 2.317 -0.598 -2.243
5 C 3.457 -0.996 -1.623
6 C 3.875 -2.537 -1.475
7 N 2.813 -3.250 -1.015
8 C 2.803 -4.732 -0.861
9 C 3.424 -5.172 0.271
10 C 2.589 -5.019 1.443
11 N 1.862 -3.875 1.621
12 C 0.263 -3.837 1.476
13 O -0.205 -4.858 1.472
14 C -0.186 -2.550 1.263
15 C 0.569 -1.442 2.048
16 C -0.130 -0.139 1.863
17 C -1.175 0.038 1.174
18 N -1.779 1.272 0.866
19 C -1.467 2.593 1.261
20 O -0.579 2.671 1.899
21 C -2.508 3.550 0.781
22 C -2.192 4.921 1.187
23 C -0.668 5.315 1.903
24 O -2.911 6.003 0.800
25 C -4.257 5.774 0.472
26 C -4.532 4.704 -0.412
27 S -3.989 3.100 0.139
28 C -2.167 -1.239 0.456
29 C -1.423 -2.269 0.669
30 C 1.390 -3.029 -1.957
31 C 1.157 -1.539 -1.883
32 H 1.884 1.874 -2.640
33 H 1.498 1.755 -4.225
34 H 2.749 2.972 -3.905
35 H 3.390 0.867 -5.160
36 H 4.175 1.032 -3.379
37 H 1.631 -0.706 -4.081
38 H 3.431 -1.127 -3.777
39 H 4.365 -0.507 -1.809
40 H 3.328 -0.806 -0.330
41 H 4.641 -2.608 -0.724
42 H 4.144 -2.772 -2.245
43 H 1.673 -5.145 -1.027
44 H 3.532 -4.933 -1.786
45 H 4.063 -6.123 0.322
46 H 4.236 -4.449 0.601
47 H 3.089 -5.440 2.536
48 H 1.678 -5.945 1.389
49 H 2.160 -3.120 1.403
50 H 1.385 -1.266 2.396
51 H 0.400 0.892 2.132
52 H -2.840 1.384 0.264
53 H -0.656 4.977 2.707
54 H 0.089 5.011 1.047
55 H -0.880 6.325 1.669
56 H -4.604 6.633 0.336
57 H -4.809 5.605 1.444
58 H -5.582 4.625 -1.064
59 H -3.583 5.062 -1.219
60 H -2.977 -1.017 0.055
61 H -1.753 -3.113 0.109
62 H 0.527 -3.658 -1.542
63 H 1.672 -3.204 -3.141
64 H 0.356 -1.150 -2.515
65 H 0.884 -1.310 -0.653

=====

No. 2
Density functional theory data (ωB97M-V with the def2-TZVPD basis set) for an isolated molecule of C3H2N2S2 in a non-equilibrium geometry.

LUMO (alpha / beta) ... -0.9 / -0.9 eV
Energy above the lowest of the compared OMol25 structures with the same formula, charge and spin ... 108.6 kcal per mole
Frontier orbital gap (alpha / beta) ... 7.164 / 7.167 eV
Total energy ... -27788.4508 eV

Element x y z (Å)
1 C 0.579 1.041 -0.418
2 C -0.983 -1.052 0.144
3 C 1.418 0.156 -0.050
4 N -1.866 -0.193 0.210
5 N -1.930 1.131 0.111
6 S -0.368 -2.465 -0.169
7 S -0.660 2.041 -0.188
8 H 1.833 -0.027 0.923
9 H 1.977 -0.631 -0.564

=====

No. 3
Density functional theory data (ωB97M-V with the def2-TZVPD basis set) for a cluster of 8 separate species, C24H48O24 in total in a non-equilibrium geometry.

LUMO ... 0.3 eV
Energy above the lowest of the compared OMol25 structures with the same formula, charge and spin ... 85.5 kcal per mole
Frontier orbital gap ... 10.771 eV
Total energy ... -74803.0412 eV

Element x y z (Å)
1 C 0.970 -5.260 -3.758
2 O 0.942 -3.965 -4.236
3 C 1.369 -3.018 -3.371
4 O 1.633 -3.144 -2.183
5 O 1.317 -1.876 -4.010
6 C 1.394 -0.672 -3.291
7 H 0.876 -5.890 -4.642
8 H 0.142 -5.564 -3.118
9 H 1.960 -5.560 -3.413
10 H 1.418 0.216 -3.921
11 H 2.241 -0.609 -2.607
12 H 0.492 -0.600 -2.684
13 C 4.981 -2.967 -3.754
14 O 4.607 -2.064 -2.684
15 C 5.430 -1.939 -1.652
16 O 6.463 -2.594 -1.486
17 O 4.819 -1.253 -0.760
18 C 5.474 -0.814 0.481
19 H 5.927 -3.485 -3.597
20 H 5.104 -2.536 -4.748
21 H 4.184 -3.708 -3.813
22 H 6.309 -0.198 0.148
23 H 5.845 -1.601 1.137
24 H 4.795 -0.163 1.032
25 C -2.147 7.870 -3.785
26 O -1.375 6.751 -4.102
27 C -1.584 5.509 -3.637
28 O -2.644 5.091 -3.179
29 O -0.449 4.756 -4.046
30 C -0.458 3.366 -3.861
31 H -1.880 8.394 -2.867
32 H -3.167 7.489 -3.730
33 H -1.937 8.582 -4.584
34 H -1.025 2.889 -4.661
35 H -0.985 3.029 -2.969
36 H 0.532 2.910 -3.894
37 C -5.019 4.783 -0.262
38 O -5.579 4.381 0.977
39 C -5.304 4.965 2.208
40 O -5.733 4.489 3.280
41 O -4.317 5.916 2.117
42 C -4.003 6.659 3.268
43 H -5.472 5.602 -0.821
44 H -5.200 3.885 -0.852
45 H -3.942 4.918 -0.161
46 H -3.672 5.968 4.044
47 H -4.837 7.216 3.694
48 H -3.164 7.348 3.175
49 C 2.866 -4.073 0.841
50 O 3.192 -5.254 1.514
51 C 4.388 -5.376 2.025
52 O 5.271 -4.506 1.994
53 O 4.471 -6.604 2.557
54 C 5.749 -7.117 2.800
55 H 1.853 -4.294 0.502
56 H 3.551 -3.783 0.045
57 H 2.823 -3.167 1.445
58 H 5.921 -6.895 3.853
59 H 6.582 -6.696 2.237
60 H 5.600 -8.186 2.650
61 C -3.357 -0.927 1.983
62 O -4.339 -1.717 1.268
63 C -5.358 -1.126 0.604
64 O -6.146 -1.657 -0.184
65 O -5.401 0.210 0.902
66 C -6.498 0.979 0.361
67 H -3.726 -0.580 2.948
68 H -2.966 -0.137 1.342
69 H -2.493 -1.538 2.243
70 H -7.481 0.541 0.536
71 H -6.396 1.062 -0.721
72 H -6.427 1.897 0.945
73 C 1.515 0.386 5.159
74 O 0.455 -0.384 4.510
75 C 0.717 -1.614 3.986
76 O 1.762 -2.189 3.785
77 O -0.515 -2.028 3.661
78 C -0.839 -3.229 2.991
79 H 1.565 0.075 6.202
80 H 1.151 1.412 5.130
81 H 2.530 0.340 4.762
82 H -1.814 -3.662 3.215
83 H -0.234 -4.056 3.364
84 H -0.771 -3.067 1.916
85 C -2.219 2.191 -0.400
86 O -1.400 1.400 0.436
87 C -0.147 1.145 0.072
88 O 0.388 1.512 -0.974
89 O 0.342 0.383 0.975
90 C 1.671 0.019 0.985
91 H -2.548 1.503 -1.179
92 H -1.647 3.001 -0.853
93 H -3.047 2.504 0.236
94 H 1.979 -0.443 1.923
95 H 2.222 0.941 0.796
96 H 1.875 -0.701 0.192